--- i ---
{
  "formula": "C8H14O",
  "method": "the ωB97M-V functional and the def2-TZVPD basis",
  "elements": ["C", "C", "C", "H", "C", "C", "H", "C", "H", "H", "C", "H", "H", "H", "H", "H", "O", "H", "H", "C", "H", "H", "H"],
  "xyz": [[-2.651, 0.166, -0.129], [-1.328, -0.517, -0.001], [1.089, -0.447, -0.767], [2.634, 2.050, 0.289], [2.170, 0.063, -0.091], [3.457, -0.598, -0.168], [3.502, -1.461, -0.517], [-0.314, 0.206, -0.912], [-4.296, -1.079, -0.243], [0.845, -1.567, -0.956], [-3.771, -0.369, 0.773], [-3.743, -1.179, 1.320], [-4.509, 0.511, 1.028], [-0.712, 0.018, -1.807], [-0.351, 1.399, -0.882], [3.797, -1.005, 0.841], [-2.878, 1.081, -1.040], [2.385, 1.080, 1.617], [-1.749, -1.609, -0.307], [2.110, 1.445, 0.543], [1.249, 1.934, 0.867], [4.196, 0.119, -0.772], [-1.132, -0.241, 1.312]],
  "homo_lumo_gap_ev": 9.3
}

=====

--- ii ---
{
  "formula": "C8H14O",
  "method": "the ωB97M-V functional and the def2-TZVPD basis",
  "elements": ["H", "C", "H", "C", "H", "H", "C", "C", "H", "C", "H", "H", "C", "H", "C", "H", "H", "C", "H", "H", "H", "H", "O"],
  "xyz": [[-1.560, -1.400, 0.315], [0.538, 0.441, -1.051], [-0.728, 1.045, -2.681], [-1.163, 1.734, 1.146], [1.293, -0.589, 0.710], [-0.282, -2.435, -0.366], [-0.240, 0.601, 1.561], [-0.517, -1.664, 0.434], [0.885, -0.573, 3.015], [-0.833, 0.350, -1.796], [1.282, -1.501, -1.705], [-0.329, -2.141, 1.436], [1.597, -0.417, -1.701], [-1.615, 0.814, -1.166], [0.202, 0.252, 2.800], [2.590, -0.495, -1.125], [-0.258, 0.891, 3.650], [0.360, -0.267, 0.386], [-1.006, -0.675, -2.048], [0.884, 1.462, -1.029], [-1.143, 2.086, 0.114], [1.722, -0.088, -2.749], [-1.680, 2.569, 1.851]],
  "homo_lumo_gap_ev": 9.8,
  "smiles": "C=C(C=O)[C@@H](C)C(C)C"
}

=====

The energy of each structure relative to the most stable one, in hartree, is as follows: i 0.2037; ii 0.0000.

=====

--- i ---
{
  "formula": "C12H12NO",
  "method": "the ωB97M-V functional and the def2-TZVPD basis",
  "elements": ["H", "H", "H", "H", "H", "H", "C", "C", "H", "C", "H", "N", "C", "C", "C", "C", "C", "H", "C", "C", "C", "H", "H", "H", "C", "O"],
  "xyz": [[-0.771, -2.333, 2.059], [1.178, 0.722, -0.360], [-0.734, 3.223, 0.633], [0.380, 1.852, -3.589], [-2.417, -1.999, 1.004], [3.300, 0.043, 0.498], [-0.648, 0.306, -2.333], [2.543, -1.383, 1.858], [-0.872, -0.519, -2.994], [0.174, -1.884, 1.594], [-2.382, 0.601, -1.269], [-2.278, -1.283, 0.323], [0.040, -0.924, 0.553], [-1.267, 0.561, -1.005], [2.399, -0.421, 0.910], [-0.049, 1.472, -2.730], [1.211, -0.130, 0.296], [3.481, -1.558, 2.186], [-1.180, -0.591, 0.114], [-0.861, 1.935, -0.589], [1.384, -2.069, 2.237], [-3.211, -1.021, 0.007], [1.461, -2.823, 2.990], [0.405, 3.418, -1.473], [-0.118, 2.440, -1.587], [-1.166, 2.365, 0.667]],
  "homo_lumo_gap_ev": 6.8,
  "smiles": "[NH2+]=C(c1ccccc1)[C@@H]1C=CC=C1O",
  "total_charge": 1
}

=====

--- ii ---
{
  "formula": "C12H12NO",
  "method": "the ωB97M-V functional and the def2-TZVPD basis",
  "elements": ["C", "H", "O", "C", "H", "H", "N", "C", "H", "C", "H", "C", "H", "C", "C", "C", "H", "H", "H", "C", "H", "C", "H", "C", "H", "C"],
  "xyz": [[-0.822, -3.163, 0.239], [-2.706, -2.195, -0.247], [2.363, -1.470, 0.152], [-0.254, 1.781, 0.567], [2.274, 1.704, 1.187], [-2.360, 1.575, 1.330], [0.519, 0.730, 0.465], [2.559, 0.899, -0.950], [-3.128, 0.103, -0.523], [-1.201, -0.804, -0.038], [-1.607, 0.558, -1.450], [-1.659, -2.106, -0.060], [3.327, 1.622, -1.163], [0.137, -0.589, 0.191], [1.977, 0.895, 0.474], [1.014, -1.645, 0.162], [-2.068, 2.488, -0.117], [3.772, -0.302, 0.513], [-1.033, -4.160, 0.352], [-1.730, 1.622, 0.422], [1.300, -3.789, 0.252], [2.836, -0.194, 0.142], [1.748, 0.629, -1.596], [-2.033, 0.361, -0.466], [0.071, 2.798, 0.664], [0.534, -2.937, 0.333]],
  "homo_lumo_gap_ev": 7.7,
  "smiles": "C1=[N+]2c3c(cccc3O[C@H]3C[C@H]32)CC1",
  "total_charge": 1
}

=====

The energy of each structure relative to the most stable one, in hartree, is as follows: i 0.0000; ii 0.0091.

=====

--- i ---
{
  "formula": "C5H11N2O",
  "method": "the ωB97M-V functional and the def2-TZVPD basis",
  "elements": ["H", "H", "H", "H", "C", "H", "C", "H", "C", "H", "C", "O", "H", "H", "N", "H", "C", "H", "N"],
  "xyz": [[0.636, -0.230, -1.209], [-0.792, 0.150, -2.685], [-3.295, -0.305, -2.464], [1.269, 0.086, 2.634], [-0.419, -1.054, 0.532], [1.038, 1.798, 2.094], [1.031, 0.746, 1.779], [0.284, -1.859, 0.560], [-0.367, 0.245, 1.456], [3.206, 0.097, 1.052], [-1.271, -0.242, -1.707], [2.034, 1.058, -0.323], [-0.799, -0.153, 2.455], [-0.920, 1.136, 0.964], [-0.259, -0.592, -0.869], [-3.032, -0.271, -0.743], [2.257, 0.547, 0.734], [-1.272, -1.800, 0.703], [-2.596, -0.631, -1.637]],
  "homo_lumo_gap_ev": 9.3,
  "smiles": "N/C=[NH+]\\CCCC=O",
  "total_charge": 1
}

=====

--- ii ---
{
  "formula": "C5H11N2O",
  "method": "the ωB97M-V functional and the def2-TZVPD basis",
  "elements": ["H", "H", "C", "H", "H", "C", "H", "O", "C", "H", "H", "C", "H", "N", "H", "C", "H", "N", "H"],
  "xyz": [[1.664, 1.421, -0.637], [-1.494, 1.812, -0.823], [-0.562, 0.911, 1.218], [-0.480, 1.179, -2.011], [2.897, -0.757, -0.491], [0.923, -1.731, 0.208], [-0.008, 0.564, 2.016], [1.209, -1.680, 1.471], [1.246, 0.407, -0.443], [-1.835, 0.135, -1.494], [0.363, -1.317, 1.912], [-1.127, 0.893, -1.195], [-0.793, -1.767, -0.953], [-0.392, -1.291, -0.105], [-1.583, 0.644, 1.522], [-0.253, 0.192, -0.066], [1.115, -2.637, -0.268], [1.922, -0.687, -0.451], [-0.477, 1.963, 1.357]],
  "homo_lumo_gap_ev": 10.5,
  "smiles": "CC1(C)C=[NH+][C@@H](O)N1",
  "total_charge": 1
}

=====

The energy of each structure relative to the most stable one, in hartree, is as follows: i 0.0206; ii 0.0000.

=====

--- i ---
{
  "formula": "C5H11N2O",
  "method": "the ωB97M-V functional and the def2-TZVPD basis",
  "elements": ["C", "H", "N", "H", "H", "N", "C", "C", "H", "O", "H", "H", "C", "C", "H", "H", "H", "H", "H"],
  "xyz": [[-0.036, -0.069, -0.413], [-0.945, -0.668, -2.105], [-1.106, -0.132, -1.160], [1.081, -1.792, -1.194], [-2.531, 0.751, 0.021], [1.097, 0.390, 1.602], [-2.382, 0.326, -0.936], [0.000, 0.091, 0.958], [-2.606, 1.064, -1.685], [-1.060, -0.258, 1.689], [2.026, -0.779, -0.187], [0.871, 0.122, 2.569], [1.270, -0.739, -0.908], [2.054, 1.048, 1.115], [1.600, -0.268, -1.834], [2.185, 1.339, 0.173], [-3.248, -0.384, -0.980], [-1.222, -1.233, 1.626], [2.953, 1.190, 1.650]],
  "homo_lumo_gap_ev": [7.4, 7.4],
  "smiles": "C=[NH+]/C(O)=C(\\C)NC",
  "total_charge": 1
}

=====

--- ii ---
{
  "formula": "C5H11N2O",
  "method": "the ωB97M-V functional and the def2-TZVPD basis",
  "elements": ["C", "N", "H", "H", "C", "C", "H", "H", "H", "H", "H", "N", "H", "C", "O", "H", "H", "H", "C"],
  "xyz": [[-1.176, -1.880, -1.634], [1.026, -0.615, 1.399], [-1.553, -2.705, -0.909], [0.307, 1.066, -0.444], [-0.038, -1.101, -1.216], [-0.190, -0.094, 1.290], [2.355, -2.052, 0.943], [-0.209, 3.439, 1.951], [-0.738, -0.060, 2.149], [-2.072, -1.257, -1.807], [0.534, -0.672, -2.028], [0.449, 3.328, 1.123], [0.514, 4.291, 0.587], [1.518, -1.473, 0.525], [0.921, -1.906, -0.570], [-1.581, 0.594, -0.248], [-1.036, -2.658, -2.544], [1.420, 3.452, 1.555], [-0.449, 0.302, -0.121]],
  "homo_lumo_gap_ev": 7.9,
  "total_charge": 1
}

=====

The energy of each structure relative to the most stable one, in hartree, is as follows: i 0.0000; ii 0.0235.

=====

--- i ---
{
  "formula": "C4H10N4O",
  "method": "the ωB97M-V functional and the def2-TZVPD basis",
  "elements": ["H", "N", "H", "N", "N", "C", "H", "H", "H", "O", "H", "C", "H", "N", "H", "H", "C", "H", "C"],
  "xyz": [[0.952, 2.118, 1.391], [-0.639, 2.109, -0.148], [1.285, -3.842, 1.501], [-1.179, 1.483, -1.380], [0.971, -3.323, 0.645], [0.863, 2.117, 0.100], [0.958, -1.432, 2.182], [-1.158, 2.972, -0.015], [0.963, 0.899, -0.568], [-0.858, -0.394, 1.392], [-0.778, 0.630, 1.234], [0.689, -2.022, 1.078], [-1.109, -0.080, -2.854], [0.110, -0.844, 0.523], [1.260, 3.250, -0.464], [-1.168, -1.627, -0.538], [-0.514, -0.782, -0.896], [0.250, -1.533, -1.431], [-0.899, 0.303, -1.751]],
  "homo_lumo_gap_ev": 9.1
}

=====

--- ii ---
{
  "formula": "C4H10N4O",
  "method": "the ωB97M-V functional and the def2-TZVPD basis",
  "elements": ["C", "C", "H", "H", "H", "H", "C", "H", "H", "N", "N", "N", "H", "H", "H", "C", "N", "O", "H"],
  "xyz": [[-0.099, -0.741, -0.361], [1.605, 0.591, 0.991], [-0.505, -0.655, -2.491], [-2.522, 0.805, 0.367], [-1.568, 2.192, 0.957], [-0.445, -2.150, 1.090], [-0.494, 0.796, -0.237], [0.857, -1.243, -2.162], [-1.389, 0.580, 1.696], [-0.059, -1.151, -1.728], [2.243, 0.119, -0.221], [-0.961, -1.568, 0.442], [-1.548, -2.178, -0.116], [1.274, 1.625, 1.018], [1.931, 0.664, -1.036], [-1.559, 1.120, 0.768], [1.217, -0.709, 0.264], [-0.129, 1.536, -1.141], [2.151, 0.369, 1.901]],
  "homo_lumo_gap_ev": 9.5,
  "smiles": "CC(=O)C(N)(N)N1CN1"
}

=====

--- iii ---
{
  "formula": "C4H10N4O",
  "method": "the ωB97M-V functional and the def2-TZVPD basis",
  "elements": ["H", "H", "H", "C", "H", "H", "C", "H", "C", "N", "N", "H", "N", "H", "O", "H", "C", "N", "H"],
  "xyz": [[-1.088, 0.923, 2.682], [2.721, -0.600, -1.677], [1.125, -1.224, -2.138], [1.648, -0.382, -1.682], [-2.582, 1.003, 0.885], [1.451, 0.538, -2.230], [-1.870, 0.424, 0.306], [-1.773, -0.634, -1.397], [-0.726, 0.003, 0.894], [-2.214, 0.198, -1.020], [1.929, 0.643, 0.456], [1.388, 1.474, 0.671], [1.172, -0.250, -0.309], [0.506, 0.197, 2.566], [-0.366, -1.931, -0.534], [2.241, 0.198, 1.313], [0.102, -1.031, 0.145], [-0.453, 0.264, 2.245], [-3.210, 0.186, -1.176]],
  "homo_lumo_gap_ev": 7.7,
  "smiles": "CN(N)C(=O)/C(N)=C\\N"
}

=====

The energy of each structure relative to the most stable one, in hartree, is as follows: i 0.2752; ii 0.0331; iii 0.0000.

=====

--- i ---
{
  "formula": "C4H10N4O",
  "method": "the ωB97M-V functional and the def2-TZVPD basis",
  "elements": ["H", "C", "H", "H", "O", "H", "N", "H", "C", "H", "H", "C", "C", "N", "H", "N", "H", "H", "N"],
  "xyz": [[-2.493, 0.812, 2.254], [-1.628, 0.354, 0.495], [-1.608, 1.630, -0.874], [1.909, -1.681, 2.153], [-2.016, 1.559, 0.015], [3.061, 1.098, -1.259], [-1.250, -0.291, -1.688], [-1.807, -0.757, 2.165], [1.990, 0.927, -1.374], [-1.827, -0.991, -2.150], [2.832, 0.169, 0.861], [1.844, -0.238, 0.619], [1.397, -1.309, 1.282], [1.330, 0.123, -0.638], [0.422, -1.702, 1.031], [-2.220, 0.027, 1.685], [1.526, 1.307, -2.272], [-0.296, -0.451, -2.022], [-1.165, -0.585, -0.282]],
  "homo_lumo_gap_ev": 8.9,
  "smiles": "N/N=C(/N)O.C=CN=C"
}

=====

--- ii ---
{
  "formula": "C4H10N4O",
  "method": "the ωB97M-V functional and the def2-TZVPD basis",
  "elements": ["N", "H", "C", "C", "H", "C", "H", "H", "N", "H", "C", "N", "N", "H", "O", "H", "H", "H", "H"],
  "xyz": [[-1.160, -1.231, 0.292], [3.368, -1.198, -0.906], [2.761, -0.338, -0.649], [2.593, 0.001, 0.729], [-0.146, 2.072, -0.365], [-0.614, 0.013, 0.053], [3.100, -0.532, 1.518], [-2.110, 1.025, 0.900], [-1.585, 1.029, 0.071], [-2.577, -1.292, -1.238], [-2.505, -1.493, -0.178], [0.544, 0.361, -0.270], [1.485, -0.653, 0.012], [-3.263, -0.885, 0.366], [-1.069, 2.280, -0.093], [2.342, 1.017, 1.066], [-0.525, -1.999, 0.253], [2.696, 0.433, -1.398], [-2.728, -2.526, 0.072]],
  "homo_lumo_gap_ev": 9.5,
  "smiles": "CN/C(=N\\N1CC1)NO"
}

=====

The energy of each structure relative to the most stable one, in hartree, is as follows: i 0.0000; ii 0.0406.